{"formula": "C2H5NO", "method": "ωB97M-V/def2-TZVPD", "lumo_ev": 0.8, "relative_energy_kj_mol": 300.7, "fmax_ev_per_a": 2.542, "homo_ev": -9.7, "homo_lumo_gap_ev": 10.485, "total_charge": 0, "elements": ["C", "N", "H", "H", "H", "O", "C", "H", "H"], "coordinates": [[3.10502, -1.09981, 3.40516], [3.50030, -1.67951, 4.48176], [2.13141, -1.39036, 3.04492], [3.72122, -0.41957, 2.81584], [3.10199, -2.62011, 4.47279], [-3.48447, 1.87757, -3.48924], [-3.03877, 1.04976, -4.24537], [-2.21495, 0.38616, -3.94493], [-3.50434, 0.75493, -5.20933]]}


{"formula": "C2H5NO", "method": "ωB97M-V/def2-TZVPD", "lumo_ev": 0.9, "relative_energy_kj_mol": 28.6, "fmax_ev_per_a": 1.234, "homo_ev": -9.9, "homo_lumo_gap_ev": 10.774, "total_charge": 0, "elements": ["C", "C", "O", "N", "H", "H", "H", "H", "H"], "coordinates": [[1.02194, -0.09094, -0.20399], [-0.29548, -0.29028, 0.58165], [-0.38106, -0.90500, 1.62530], [-1.29452, 0.32921, -0.09020], [1.71809, 0.42412, 0.45524], [1.00408, 0.49265, -1.14434], [1.39809, -1.07708, -0.47128], [-2.27322, 0.38056, 0.15857], [-0.89792, 0.73677, -0.91095]]}


{"formula": "C2H5NO2", "method": "ωB97M-V/def2-TZVPD", "lumo_ev": 0.7, "relative_energy_kj_mol": 40.9, "fmax_ev_per_a": 0.466, "homo_ev": -9.9, "homo_lumo_gap_ev": 10.668, "total_charge": 0, "elements": ["N", "C", "O", "C", "O", "H", "H", "H", "H", "H"], "coordinates": [[1.38285, 0.10804, -0.01870], [0.31783, -0.73226, 0.14349], [0.38913, -1.85576, 0.60127], [-1.00529, -0.09717, -0.28802], [-1.02181, 1.27606, 0.05128], [2.31873, -0.21756, 0.16627], [1.25129, 1.02908, -0.40757], [-1.10540, -0.16508, -1.37680], [-1.83714, -0.64524, 0.17079], [-0.69018, 1.29991, 0.95799]]}


{"formula": "C2H5NO2", "method": "ωB97M-V/def2-TZVPD", "lumo_ev": [0.0, 0.5], "relative_energy_kj_mol": 757.5, "fmax_ev_per_a": 3.461, "homo_ev": [-8.6, -8.6], "homo_lumo_gap_ev": [8.598, 9.022], "total_charge": 0, "elements": ["C", "C", "N", "O", "O", "H", "H", "H", "H", "H"], "coordinates": [[1.21963, 0.11792, -0.07258], [-1.61223, -0.24339, 0.08374], [1.74715, -1.02766, 0.61310], [1.82772, -0.84504, -0.85301], [1.42212, 1.42005, -0.01796], [-2.03592, 0.62142, -0.32364], [-1.91119, -0.35613, 1.08967], [-1.08784, -0.79426, -0.64489], [2.66960, -0.81185, 1.12618], [2.33649, 1.52555, -0.30243]]}


{"formula": "C2H5NO2", "method": "ωB97M-V/def2-TZVPD", "lumo_ev": [-0.7, -0.7], "relative_energy_kj_mol": 499.7, "fmax_ev_per_a": 3.930, "homo_ev": [-9.8, -9.8], "homo_lumo_gap_ev": [9.108, 9.108], "total_charge": 0, "elements": ["C", "C", "N", "O", "O", "H", "H", "H", "H", "H"], "coordinates": [[-0.71659, 0.42521, -0.77903], [0.24794, 0.32012, 0.52027], [1.02176, -0.67150, 0.23979], [-1.85114, -0.36274, -0.61802], [0.09113, 0.97873, 1.53090], [-1.62132, -1.28951, -0.75493], [2.19492, -0.66421, 0.75780], [1.81965, -0.41118, 1.55563], [-0.16263, 0.20513, -1.69272], [-1.02373, 1.46996, -0.75970]]}


{"formula": "C2H5NO2", "method": "ωB97M-V/def2-TZVPD", "lumo_ev": [0.6, 0.6], "relative_energy_kj_mol": 793.8, "fmax_ev_per_a": 10.413, "homo_ev": [-7.7, -7.7], "homo_lumo_gap_ev": [8.250, 8.257], "total_charge": 0, "elements": ["C", "C", "N", "O", "O", "H", "H", "H", "H", "H"], "coordinates": [[0.23172, 0.17263, -1.99218], [0.03946, -0.65417, -0.52102], [0.55578, -0.05939, 0.57699], [-1.09809, 0.15769, 2.08578], [0.19258, -0.49184, 1.77911], [0.01617, -0.42566, -2.83521], [0.51509, 1.14315, -1.96360], [-0.22520, -1.58975, -0.26007], [0.74689, 0.90377, 0.41575], [-0.97440, 0.84356, 2.71445]]}


{"formula": "C2H5NO2", "method": "ωB97M-V/def2-TZVPD", "lumo_ev": 0.7, "relative_energy_kj_mol": 83.9, "fmax_ev_per_a": 0.597, "homo_ev": -10.0, "homo_lumo_gap_ev": 10.759, "total_charge": 0, "elements": ["C", "N", "C", "O", "O", "H", "H", "H", "H", "H"], "coordinates": [[1.27916, 0.54349, -0.55175], [-0.17122, -0.69969, 1.33248], [-0.74929, -0.31927, 0.28772], [-2.06336, -0.45569, 0.02076], [-0.11165, 0.30232, -0.71625], [-2.26671, -0.05177, -0.83530], [-0.78130, -1.14443, 2.00413], [1.47028, 1.57304, -0.85141], [1.84436, -0.14268, -1.18308], [1.54973, 0.39468, 0.49271]]}


{"formula": "C2H5NO2", "method": "ωB97M-V/def2-TZVPD", "lumo_ev": 1.0, "relative_energy_kj_mol": 163.4, "fmax_ev_per_a": 3.765, "homo_ev": -10.2, "homo_lumo_gap_ev": 11.156, "total_charge": 0, "elements": ["C", "C", "O", "O", "N", "H", "H", "H", "H", "H"], "coordinates": [[-0.94095, -0.58437, -0.01403], [0.97176, 0.38970, 0.39307], [2.28666, 0.64845, 0.27068], [-1.95513, 0.36391, -0.25271], [0.38389, -0.13431, -0.61121], [2.63567, 0.12699, -0.47182], [-1.76153, 0.70440, -1.14255], [0.54872, 0.84416, 1.30406], [-1.20567, -1.51540, -0.52602], [-0.96342, -0.84352, 1.05054]]}